128
Properties=species:S:1:pos:R:3:forces:R:3 method="wB97M-V/def2-TZVPD" homo_energy_ha=-0.318 relative_energy_kj_mol=287.4 gap_ev=8.494 e_lumo_ev=-0.170
C 1.514 -3.053 2.207 -0.717 -1.593 -0.526
O 2.598 -2.167 2.419 1.514 -1.394 -0.456
H 1.666 -3.686 1.294 -0.054 0.279 0.928
H 0.567 -2.552 2.013 0.236 0.585 0.223
H 1.336 -3.726 3.072 0.298 0.370 -0.301
H 3.403 -2.764 2.401 -1.233 1.394 0.237
C -0.511 -3.995 -0.769 -0.275 -0.011 -1.028
O 0.627 -4.834 -0.717 0.592 -0.353 0.578
H -0.616 -3.694 -1.812 -0.297 0.541 0.066
H -0.448 -3.111 -0.093 -0.234 -0.612 -0.425
H -1.403 -4.631 -0.560 0.563 0.686 0.015
H 1.451 -4.321 -0.817 -0.625 -0.232 -0.071
C 2.749 2.534 -2.646 -0.187 2.111 1.291
O 2.124 1.386 -2.156 -0.494 -0.207 0.596
H 3.329 2.407 -3.492 1.610 -1.135 -1.630
H 3.370 3.010 -1.866 -0.172 -0.133 -0.246
H 2.070 3.319 -3.006 -0.636 -0.417 0.619
H 2.751 0.938 -1.563 0.054 -0.129 -0.606
C -3.940 -1.022 -0.389 0.916 -0.704 -0.719
O -3.905 -1.649 -1.713 0.165 -0.694 1.119
H -3.161 -0.267 -0.307 0.183 -0.221 -0.271
H -3.783 -1.759 0.428 -0.373 0.474 -0.483
H -4.846 -0.483 -0.387 -1.351 0.418 0.770
H -4.237 -2.552 -1.542 0.298 0.646 -0.395
C 2.958 -0.697 -4.561 6.368 1.457 1.767
O 4.081 -0.278 -3.910 -5.364 -1.566 -2.656
N 3.052 -1.665 -5.464 1.089 -2.988 -2.080
N 1.761 -0.205 -4.410 -2.999 1.986 1.225
H 3.996 -2.098 -5.560 -1.381 0.558 0.338
H 2.254 -2.261 -5.800 1.272 1.282 0.761
H 1.704 0.374 -3.560 -0.211 0.004 -0.572
H 0.902 -0.334 -4.998 1.726 -0.163 0.433
C 0.346 0.035 4.739 -5.664 -3.365 -1.184
O -0.965 -0.419 4.486 7.108 2.245 0.944
N 1.473 -0.188 4.029 1.700 -0.006 -2.999
N 0.657 0.576 5.896 0.017 1.102 1.261
H 1.542 -0.794 3.173 -0.630 1.089 1.506
H 2.311 0.467 4.051 -1.876 -1.182 0.387
H -0.018 0.735 6.594 -0.923 0.241 0.446
H 1.584 0.897 6.075 0.292 -0.013 0.121
C 2.931 -2.905 -1.964 5.264 -0.907 -8.580
O 3.911 -3.270 -2.828 -4.173 0.933 3.925
N 3.003 -3.117 -0.710 2.375 -2.568 6.799
N 1.869 -2.255 -2.381 -2.416 1.096 -0.873
H 3.806 -3.733 -0.292 -2.151 1.876 -1.465
H 2.423 -2.574 -0.067 0.380 -0.295 -0.213
H 1.786 -2.056 -3.406 0.069 -0.278 2.049
H 1.199 -1.851 -1.665 1.016 -0.677 -1.556
C -1.734 -4.351 2.429 -5.141 3.177 -4.061
O -2.615 -3.627 1.668 4.018 -2.841 3.546
N -0.831 -5.107 1.924 3.481 -1.516 -3.341
N -1.818 -4.521 3.697 -3.166 3.011 6.256
H -0.696 -4.830 0.950 0.734 -1.119 0.716
H -0.048 -5.468 2.495 -0.929 0.400 -0.945
H -2.444 -3.776 4.127 1.108 -1.579 -0.446
H -1.146 -4.919 4.357 -0.237 0.192 -1.018
C -1.188 -2.383 -4.331 -1.155 0.380 2.330
C -1.371 -1.326 -5.409 -5.190 -0.854 3.636
C -1.570 0.015 -4.738 -2.238 -0.402 1.540
O -0.455 -1.102 -6.263 7.193 0.187 -4.778
H -1.060 -3.433 -4.605 0.190 0.160 -0.459
H -2.235 -2.321 -3.824 1.888 -0.378 -0.372
H -0.409 -2.110 -3.525 -1.206 -0.356 -1.387
H -2.220 -1.644 -6.078 -0.631 0.318 1.449
H -2.269 -0.015 -3.897 -0.043 -0.413 0.006
H -2.042 0.666 -5.393 -0.766 1.340 -1.614
H -0.754 0.567 -4.337 1.313 -0.180 0.017
H -0.089 -1.950 -6.540 0.157 0.179 -0.524
C -3.799 0.623 3.027 -2.353 -0.834 -2.158
C -4.618 1.417 4.014 -0.137 -9.469 1.630
C -4.149 1.324 5.437 0.300 -2.502 -0.078
O -4.675 2.601 3.677 -2.329 11.626 -3.218
H -2.829 0.683 3.308 3.344 -0.068 0.624
H -3.915 1.083 2.004 0.031 -0.348 0.903
H -4.079 -0.451 2.904 0.177 0.745 0.423
H -5.636 1.039 3.904 -0.312 -1.120 0.677
H -3.164 1.775 5.589 -0.424 0.208 0.052
H -4.084 0.253 5.694 0.234 0.283 0.167
H -4.978 1.693 5.984 -0.270 0.911 1.218
H -5.624 2.869 3.768 1.717 0.521 -0.285
C -0.731 3.456 -2.162 -0.509 -0.884 -0.923
C -0.443 4.822 -1.703 2.605 1.463 -7.895
C -1.125 5.932 -2.542 -1.805 -0.760 1.015
O -0.752 5.004 -0.516 -0.416 1.838 9.114
H 0.111 2.841 -2.010 0.747 -1.159 0.689
H -0.870 3.430 -3.201 -0.114 0.091 -1.823
H -1.646 2.994 -1.805 -0.179 0.122 0.681
H 0.673 4.984 -1.809 -0.767 -0.104 -0.042
H -0.751 6.920 -2.407 0.024 0.957 1.701
H -2.271 5.857 -2.379 1.819 0.357 -0.463
H -0.859 5.948 -3.534 0.011 -1.173 -2.984
H -1.582 4.637 -0.300 -1.348 -0.525 0.634
C -0.748 -0.149 -1.428 -0.922 -0.482 -0.088
C 0.038 -0.151 -0.116 -9.403 8.394 -0.053
C -0.887 -0.431 1.133 0.387 2.640 -0.733
O 0.997 -0.900 -0.098 7.933 -8.210 0.835
H -0.191 -0.205 -2.383 0.222 0.146 0.831
H -1.336 0.779 -1.451 -0.127 -0.443 -0.161
H -1.399 -1.020 -1.380 -0.426 -0.029 -0.516
H 0.374 0.922 -0.144 -0.210 -0.566 0.976
H -1.727 0.286 1.219 0.446 -0.168 -0.363
H -0.310 -0.199 2.037 -0.143 -0.666 -0.104
H -1.376 -1.375 1.113 0.039 -1.184 0.141
H 1.766 -0.444 -0.351 2.147 0.468 -0.459
C 0.263 2.919 1.554 0.738 -0.784 0.945
C -1.075 3.073 2.307 2.900 -5.895 1.950
C -1.089 3.080 3.841 -0.654 -2.059 2.346
O -1.499 4.227 2.083 -5.128 9.362 -3.704
H 1.041 3.686 1.769 -0.957 0.046 0.040
H 0.138 2.869 0.450 -0.049 -0.065 0.958
H 0.699 2.017 1.973 0.237 -0.517 -0.503
H -1.806 2.402 1.876 0.286 -1.435 0.246
H -2.035 3.474 4.367 1.013 -0.244 -1.695
H -0.305 3.709 4.199 0.746 0.675 0.095
H -0.984 2.133 4.397 0.310 -0.070 -0.632
H -2.410 4.091 1.774 0.257 1.234 0.419
C 5.413 1.121 0.135 2.263 -0.516 -0.385
C 4.209 0.309 0.531 3.735 4.152 7.429
C 3.198 1.261 1.148 0.350 0.020 1.039
O 3.706 -0.381 -0.372 -5.131 -2.969 -7.120
H 6.220 0.550 -0.432 -1.110 0.401 0.696
H 5.927 1.624 0.975 -0.416 -0.340 -0.223
H 5.068 1.875 -0.527 -0.174 0.938 -0.815
H 4.514 -0.434 1.291 0.266 0.672 0.943
H 2.379 0.671 1.596 0.391 0.518 0.129
H 2.751 1.986 0.473 0.012 -0.119 -0.535
H 3.784 1.892 1.860 -0.883 -0.603 -0.017
H 4.244 -1.114 -0.551 0.955 -1.717 -1.182